No. 1
Entry from OMol25: one molecule with the formula C6H6N4S2 (wB97M-V/def2-TZVPD).

Results
Frontier orbital gap (eV): 8.0156
SMILES: S=C(S)N/N=C\c1cnccn1
E_HOMO (eV): -8.59

CARTESIAN COORDINATES (ANGSTROEM)
C (-1.615, 1.503, 1.403)
C (-1.110, 0.265, -1.558)
C (0.035, -0.447, -0.950)
C (0.933, -0.146, 0.149)
C (2.120, -1.877, -0.163)
C (1.287, -2.420, -1.158)
H (-1.112, 1.881, 3.656)
H (-0.673, 2.787, -0.028)
H (-1.460, -0.106, -2.467)
H (0.892, 0.851, 0.694)
H (2.827, -2.667, 0.201)
H (1.799, -3.236, -1.719)
N (-1.301, 1.785, 0.071)
N (-1.659, 1.279, -1.181)
N (1.951, -0.749, 0.483)
N (0.320, -1.589, -1.746)
S (-1.262, 2.812, 2.529)
S (-1.972, 0.073, 1.786)



No. 2
Entry from OMol25: C22H35Br3O16 as an isolated structure (wB97M-V/def2-TZVPD).

Results
Frontier orbital gap (eV): 8.4629
E_HOMO (eV): -9.50

CARTESIAN COORDINATES (ANGSTROEM)
C (1.708, -0.593, -0.679)
Br (1.046, 0.521, -2.267)
Br (1.443, 0.467, 0.919)
Br (3.633, -1.197, -0.943)
H (1.064, -1.462, -0.541)
C (-3.205, -4.452, 0.360)
C (-2.520, -4.612, -1.006)
C (-1.071, -4.101, -1.093)
O (-0.340, -5.204, -1.589)
C (-1.131, -6.206, -1.818)
O (-0.738, -7.275, -2.231)
O (-2.375, -5.982, -1.286)
H (-3.310, -3.400, 0.624)
H (-2.534, -4.869, 1.112)
H (-4.109, -5.060, 0.347)
H (-3.082, -4.146, -1.815)
H (-0.656, -3.953, -0.096)
H (-0.992, -3.221, -1.731)
C (-0.730, 0.792, 6.469)
C (0.522, 0.692, 5.569)
C (0.641, 1.725, 4.518)
O (1.909, 2.400, 4.751)
C (2.456, 2.004, 5.912)
O (3.530, 2.288, 6.396)
O (1.587, 1.085, 6.446)
H (-0.828, 1.785, 6.907)
H (-0.670, 0.095, 7.305)
H (-1.709, 0.720, 5.996)
H (0.718, -0.301, 5.166)
H (-0.176, 2.436, 4.640)
H (0.647, 1.266, 3.530)
C (4.103, -0.278, 3.047)
C (4.613, 1.106, 2.817)
C (5.427, 1.747, 3.991)
O (6.600, 2.246, 3.348)
C (6.574, 1.917, 2.003)
O (7.419, 2.318, 1.186)
O (5.576, 1.097, 1.772)
H (3.325, -0.393, 3.802)
H (4.890, -0.961, 3.368)
H (3.684, -0.686, 2.128)
H (3.837, 1.786, 2.464)
H (5.745, 1.011, 4.729)
H (4.938, 2.536, 4.562)
C (-5.788, 0.981, 0.407)
C (-4.685, 0.649, -0.576)
C (-3.600, 1.650, -0.735)
O (-2.386, 0.930, -0.750)
C (-2.609, -0.311, -0.403)
O (-1.787, -1.212, -0.335)
O (-3.929, -0.450, -0.125)
H (-5.364, 1.230, 1.379)
H (-6.448, 0.132, 0.587)
H (-6.386, 1.735, -0.105)
H (-5.141, 0.353, -1.521)
H (-3.574, 2.387, 0.067)
H (-3.823, 2.232, -1.630)
C (-2.676, 3.003, -4.790)
C (-1.535, 2.063, -4.409)
C (-1.831, 0.614, -4.365)
O (-0.870, -0.008, -5.149)
C (-0.241, 0.901, -5.887)
O (0.568, 0.624, -6.779)
O (-0.742, 2.123, -5.566)
H (-3.221, 3.396, -3.931)
H (-3.463, 2.605, -5.430)
H (-2.287, 3.896, -5.277)
H (-0.866, 2.394, -3.615)
H (-2.825, 0.388, -4.751)
H (-1.713, 0.343, -3.316)
C (3.499, 0.362, -5.099)
O (3.182, -0.436, -6.235)
H (2.948, 0.040, -4.215)
H (4.537, 0.386, -4.767)
H (3.275, 1.416, -5.267)
H (2.321, -0.107, -6.502)



No. 3
Entry from OMol25: one molecule with the formula C5H8O (wB97M-V/def2-TZVPD).

Results
Frontier orbital gap (eV): 8.9970
SMILES: CC(O)=C1CC1
E_HOMO (eV): -8.02

CARTESIAN COORDINATES (ANGSTROEM)
C (1.754, -0.511, -0.706)
C (0.545, 0.356, -0.752)
O (0.634, 1.558, -1.363)
C (-0.649, 0.118, -0.193)
C (-1.240, -0.865, 0.693)
C (-1.290, 0.610, 1.053)
H (2.230, -0.408, 0.281)
H (1.468, -1.559, -0.799)
H (2.488, -0.252, -1.467)
H (-0.326, 1.754, -1.283)
H (-0.590, -1.528, 1.248)
H (-2.184, -1.307, 0.374)
H (-2.238, 1.131, 1.067)
H (-0.600, 0.904, 1.848)



No. 4
Entry from OMol25: one molecule with the formula C3H4N2O (wB97M-V/def2-TZVPD).

Results
Frontier orbital gap (eV): 9.8729
SMILES: Oc1cn[nH]c1
E_HOMO (eV): -9.10

CARTESIAN COORDINATES (ANGSTROEM)
O (1.987, -0.297, -0.298)
C (0.787, 0.206, 0.165)
C (-0.097, -0.655, 0.756)
N (-1.327, -0.227, 0.396)
N (-1.290, 0.902, -0.339)
C (-0.006, 1.216, -0.433)
H (1.602, -0.891, -0.963)
H (0.113, -1.526, 1.356)
H (-2.109, -0.854, 0.284)
H (0.310, 2.127, -0.930)



No. 5
Entry from OMol25: C33H33N5O4PPt as an isolated structure (wB97M-V/def2-TZVPD).

Results
2S+1: 5
Frontier orbital gap (alpha / beta) (eV): 6.5714 / 4.6153
Net charge: +3
E_HOMO (alpha / beta) (eV): -15.40 / -16.28

CARTESIAN COORDINATES (ANGSTROEM)
Pt (-0.530, 0.477, -0.565)
O (0.733, 3.904, 3.636)
C (1.300, 2.832, 4.162)
C (1.946, 2.863, 5.412)
C (2.594, 1.752, 5.902)
C (2.601, 0.559, 5.173)
C (1.951, 0.495, 3.949)
C (1.293, 1.608, 3.433)
C (0.604, 1.478, 2.149)
O (0.759, 0.464, 1.430)
N (-0.162, 2.508, 1.769)
N (-0.775, 2.435, 0.641)
C (-1.425, 3.400, 0.078)
C (-1.991, 3.180, -1.227)
C (-2.843, 4.105, -1.841)
C (-3.338, 3.831, -3.104)
C (-2.961, 2.653, -3.737)
C (-2.116, 1.778, -3.065)
N (-1.654, 2.032, -1.851)
H (0.744, 4.660, 4.247)
H (1.934, 3.777, 5.985)
H (3.098, 1.804, 6.854)
H (3.097, -0.313, 5.567)
H (1.928, -0.420, 3.377)
H (-1.524, 4.369, 0.563)
H (-3.107, 5.013, -1.323)
H (-4.012, 4.524, -3.583)
H (-3.321, 2.407, -4.723)
H (-1.814, 0.837, -3.510)
O (-5.710, -4.500, -0.707)
C (-6.140, -3.175, -0.623)
C (-4.953, -2.254, -0.646)
C (-5.043, -0.863, -0.609)
C (-3.872, -0.120, -0.634)
N (-2.659, -0.661, -0.681)
C (-2.552, -2.001, -0.694)
C (-3.680, -2.812, -0.695)
C (-1.198, -2.570, -0.648)
C (-0.941, -3.939, -0.729)
C (0.356, -4.412, -0.587)
C (0.651, -5.891, -0.512)
O (0.430, -6.256, 0.822)
C (1.373, -3.485, -0.380)
C (1.049, -2.143, -0.316)
N (-0.193, -1.705, -0.455)
H (-6.457, -5.111, -0.673)
H (-6.713, -3.002, 0.304)
H (-6.820, -2.923, -1.454)
H (-5.997, -0.361, -0.560)
H (-3.925, 0.960, -0.610)
H (-3.607, -3.885, -0.712)
H (-1.749, -4.635, -0.880)
H (1.688, -6.092, -0.818)
H (-0.015, -6.457, -1.181)
H (0.707, -7.169, 0.984)
H (2.392, -3.801, -0.244)
H (1.801, -1.393, -0.113)
C (1.923, 3.162, -1.220)
P (1.706, 1.353, -1.422)
C (1.914, 1.121, -3.227)
C (3.236, 0.690, -0.695)
C (3.892, -0.385, -1.301)
C (5.139, -0.774, -0.849)
C (5.729, -0.124, 0.228)
C (5.046, 0.894, 0.879)
C (3.798, 1.289, 0.435)
H (2.933, 3.423, -1.538)
H (1.794, 3.471, -0.185)
H (1.206, 3.700, -1.837)
H (2.931, 1.399, -3.513)
H (1.207, 1.759, -3.758)
H (1.731, 0.086, -3.511)
H (3.442, -0.896, -2.140)
H (5.659, -1.581, -1.340)
H (6.711, -0.415, 0.566)
H (5.494, 1.387, 1.727)
H (3.278, 2.080, 0.955)



No. 6
Entry from OMol25: one molecule with the formula C4H7NO3 (wB97M-V/def2-TZVPD).

Results
Frontier orbital gap (eV): 9.9134
SMILES: N[C@H](C=O)CC(=O)O
E_HOMO (eV): -9.30

CARTESIAN COORDINATES (ANGSTROEM)
O (2.578, 0.621, -0.804)
C (1.510, 0.737, -1.326)
C (0.255, -0.058, -0.812)
C (-0.196, 0.803, 0.397)
C (-1.043, 0.007, 1.347)
O (-2.335, 0.030, 0.925)
O (-0.769, -0.598, 2.353)
N (0.806, -1.365, -0.456)
H (1.441, 1.299, -2.281)
H (-0.466, -0.238, -1.605)
H (-0.863, 1.564, -0.007)
H (0.646, 1.198, 0.961)
H (-2.908, -0.449, 1.544)
H (1.109, -1.415, 0.497)
H (0.236, -2.137, -0.735)



Number 1: calculated total energy -33945.3495 eV. Number 2: calculated total energy -266267.7713 eV. Number 3: calculated total energy -7359.4198 eV. Number 4: calculated total energy -8201.6373 eV. Number 5: calculated total energy -62904.8543 eV. Number 6: calculated total energy -11893.6393 eV.